Computed, not measured: a cluster of 15 separate species, C62H116N5O23 in total, with ωB97M-V/def2-TZVPD.

CARTESIAN COORDINATES (ANGSTROEM)
C (-2.38844, 0.57489, -1.25553)
C (-0.95005, 0.32190, -0.78634)
C (-0.67288, 0.87623, 0.63898)
N (0.84221, 0.81983, 1.07438)
C (1.01584, 1.45534, 2.47954)
C (2.32886, 1.13135, 3.22807)
C (2.45079, -0.43220, 3.32548)
C (2.56567, -0.94420, 1.88683)
C (1.31434, -0.67280, 1.06482)
C (1.68840, 1.62286, 0.05068)
H (-2.48578, 1.60996, -1.58298)
H (-3.02197, 0.39532, -0.38691)
H (-2.79644, -0.10265, -2.00558)
H (-0.24601, 0.66798, -1.54308)
H (-0.79270, -0.75645, -0.80948)
H (-1.22955, 0.32481, 1.39671)
H (-0.84259, 1.94727, 0.74937)
H (0.26696, 1.04826, 3.15893)
H (0.79227, 2.50193, 2.27271)
H (2.26585, 1.52501, 4.24255)
H (3.27744, 1.51892, 2.85647)
H (1.52376, -0.74749, 3.80433)
H (3.31495, -0.75663, 3.90521)
H (2.65912, -2.02861, 1.82827)
H (3.46944, -0.56472, 1.41008)
H (0.64361, -1.40176, 1.51963)
H (1.35766, -0.96062, 0.01440)
H (1.39760, 2.67316, 0.07161)
H (1.57316, 1.09436, -0.89563)
H (2.69656, 1.72579, 0.45206)
O (4.35524, 7.08168, -2.04793)
C (5.04059, 7.97098, -2.59370)
O (4.65569, 8.94224, -3.37805)
C (3.28490, 9.25765, -3.56551)
C (2.93263, 9.53695, -4.97992)
C (6.52320, 8.04143, -2.42541)
H (3.10420, 10.20188, -3.05179)
H (2.61714, 8.55901, -3.06144)
H (3.39631, 10.43630, -5.38522)
H (1.85669, 9.62663, -5.12959)
H (3.34994, 8.74893, -5.60680)
H (6.77781, 8.86840, -1.76254)
H (7.02179, 8.29706, -3.36038)
H (6.84268, 7.07689, -2.03083)
O (0.03621, -5.78667, -0.88132)
C (0.60477, -6.86368, -0.82811)
O (0.38217, -7.81451, 0.11811)
C (-0.75472, -7.65572, 0.94554)
C (-0.92219, -8.99718, 1.69882)
C (1.81453, -7.18434, -1.69156)
H (-1.64461, -7.41450, 0.36416)
H (-0.63496, -6.83139, 1.64857)
H (-1.17094, -9.67761, 0.88443)
H (-1.68095, -9.02504, 2.48087)
H (-0.00361, -9.39592, 2.12931)
H (2.74640, -6.88671, -1.21079)
H (1.68940, -6.68855, -2.65418)
H (1.90755, -8.25683, -1.86243)
O (-8.78702, -0.09098, 3.00430)
C (-8.57439, 0.83752, 3.78737)
O (-9.35929, 1.19875, 4.81023)
C (-10.47233, 0.39337, 5.15208)
C (-10.81049, 0.58609, 6.64485)
C (-7.31964, 1.67995, 3.72903)
H (-10.17680, -0.64551, 5.00552)
H (-11.30729, 0.61187, 4.48635)
H (-9.93953, 0.59777, 7.30012)
H (-11.23084, -0.34779, 7.01805)
H (-11.44901, 1.44434, 6.85417)
H (-6.51087, 1.02427, 4.05163)
H (-7.41097, 2.58301, 4.33256)
H (-7.23305, 1.98724, 2.68684)
O (6.34921, -3.40146, 8.83501)
C (7.01694, -2.82357, 7.94686)
O (7.15928, -1.51188, 7.74618)
C (6.64380, -0.62448, 8.72392)
C (7.01774, 0.84668, 8.42508)
C (7.80792, -3.53575, 6.91930)
H (7.08481, -0.97907, 9.65552)
H (5.58847, -0.84805, 8.88010)
H (8.09470, 0.91508, 8.57861)
H (6.57323, 1.55558, 9.12363)
H (6.74007, 1.18630, 7.42726)
H (8.16843, -2.86062, 6.14321)
H (7.15603, -4.28742, 6.47416)
H (8.67060, -4.00204, 7.39518)
O (0.09588, 4.35239, -5.03557)
C (0.83480, 4.23245, -6.00951)
O (0.38681, 4.27385, -7.29250)
C (-0.99936, 4.42403, -7.61847)
C (-1.75583, 5.73311, -7.44839)
C (2.37282, 4.19629, -5.90292)
H (-1.57250, 3.70494, -7.03320)
H (-1.09909, 4.08476, -8.64951)
H (-2.74849, 5.57372, -7.86950)
H (-1.29272, 6.53119, -8.02863)
H (-1.82830, 5.95279, -6.38321)
H (2.74077, 5.15218, -5.53012)
H (2.69438, 4.05885, -6.93530)
H (2.69830, 3.39311, -5.24183)
O (-2.37135, -2.17482, 5.88393)
C (-3.49178, -2.34687, 6.30852)
O (-4.07196, -1.53927, 7.28840)
C (-3.25644, -0.55868, 7.94067)
C (-3.96539, 0.58485, 8.71586)
C (-4.44503, -3.36858, 5.76844)
H (-2.39002, -0.09583, 7.46824)
H (-2.77078, -1.08833, 8.76025)
H (-3.20571, 1.11430, 9.29090)
H (-4.60922, 0.16443, 9.48841)
H (-4.56813, 1.35099, 8.22817)
H (-5.28584, -2.76955, 5.41872)
H (-4.76189, -4.00904, 6.59155)
H (-4.02784, -4.01439, 4.99580)
O (2.98993, -2.15461, -5.41909)
C (3.81838, -2.97044, -5.66107)
O (4.89018, -3.25056, -4.88370)
C (5.09765, -2.63271, -3.67874)
C (6.44081, -2.98172, -3.08066)
C (3.74241, -3.85404, -6.93743)
H (4.40688, -2.74280, -2.84280)
H (5.01651, -1.59582, -4.00490)
H (7.29566, -2.58852, -3.63087)
H (6.50750, -4.06917, -3.04718)
H (6.61551, -2.61830, -2.06799)
H (3.15407, -4.76113, -6.79902)
H (4.75206, -4.11674, -7.25320)
H (3.31353, -3.24427, -7.73263)
C (-2.18971, -2.12544, -8.11887)
C (-2.77720, -3.54478, -8.28796)
C (-2.56836, -4.29944, -6.92474)
C (-3.50310, -5.36673, -6.78091)
N (-4.25318, -6.20706, -6.61405)
H (-1.12200, -2.23310, -7.92779)
H (-2.57206, -1.68596, -7.19759)
H (-2.46298, -1.53523, -8.99355)
H (-2.40115, -4.14195, -9.11867)
H (-3.84361, -3.39687, -8.45821)
H (-2.69661, -3.64994, -6.05882)
H (-1.57692, -4.73367, -6.79591)
C (10.70678, 6.16557, 3.02887)
C (9.22778, 6.07167, 3.53858)
C (9.12227, 5.20278, 4.85863)
C (9.80437, 5.85093, 6.01409)
N (10.30790, 6.32919, 6.97109)
H (11.37306, 6.59014, 3.77980)
H (10.75864, 6.96524, 2.29000)
H (11.12587, 5.21474, 2.69965)
H (8.70693, 5.56751, 2.72455)
H (8.86999, 7.09102, 3.68358)
H (9.54777, 4.20714, 4.73311)
H (8.08282, 5.04431, 5.14591)
C (1.56862, -7.87670, 6.47051)
C (2.53704, -7.18040, 5.49125)
C (3.50516, -8.07939, 4.77585)
C (4.27694, -7.34625, 3.71055)
N (4.85548, -6.72682, 2.87606)
H (2.02821, -8.10464, 7.43223)
H (1.18109, -8.78261, 6.00443)
H (0.73374, -7.25096, 6.78600)
H (2.97299, -6.34998, 6.04663)
H (1.83555, -6.74695, 4.77842)
H (2.93602, -8.87318, 4.29204)
H (4.17179, -8.57259, 5.48328)
C (-7.65972, -5.00657, -0.30921)
C (-7.42086, -6.39544, -0.96195)
C (-8.32971, -7.47838, -0.46028)
C (-8.32937, -7.74258, 0.95527)
N (-8.33413, -7.94060, 2.06498)
H (-8.61714, -4.54206, -0.54518)
H (-6.97162, -4.25979, -0.70538)
H (-7.52097, -4.98526, 0.77171)
H (-6.41035, -6.70878, -0.69966)
H (-7.51186, -6.31037, -2.04480)
H (-8.08701, -8.40708, -0.97672)
H (-9.34770, -7.20929, -0.74206)
C (-10.14935, 0.38778, -2.72742)
C (-9.81394, 1.59001, -3.58041)
O (-11.04154, 2.33381, -3.79178)
C (-12.00746, 1.68383, -3.08475)
O (-13.19156, 1.91166, -3.18343)
O (-11.56170, 0.61464, -2.41176)
H (-9.53663, 0.36023, -1.82636)
H (-9.95978, -0.57655, -3.19885)
H (-9.47427, 1.23781, -4.55442)
H (-9.07092, 2.25716, -3.14343)
C (9.88183, 2.81948, -3.00579)
C (8.65520, 2.24949, -3.75939)
O (7.64992, 2.04852, -2.76184)
C (8.22818, 2.08244, -1.57831)
O (7.71302, 1.73472, -0.52130)
O (9.45815, 2.65223, -1.67929)
H (10.00164, 3.88353, -3.20965)
H (10.79017, 2.25787, -3.22397)
H (8.82723, 1.33323, -4.32418)
H (8.24113, 2.97517, -4.45942)
C (-8.69599, 8.37998, -6.86047)
C (-7.36362, 9.07149, -6.73028)
O (-6.70207, 8.24242, -5.81555)
C (-7.33183, 7.08257, -5.76234)
O (-6.96218, 6.10645, -5.13884)
O (-8.41396, 7.10060, -6.40989)
H (-9.04386, 8.31202, -7.89123)
H (-9.46727, 8.76753, -6.19487)
H (-7.49739, 10.08277, -6.34622)
H (-6.87430, 9.05709, -7.70418)

net charge	+1
frontier orbital gap	9.63	eV
2S+1	1
E_LUMO	-1.99	eV